# 1
Below is a molecular structure, C25H45N2P3SSeTc at a distorted geometry, with properties calculated with ωB97M-V with the def2-TZVPD basis set.

Output
E_LUMO (alpha / beta) (eV): -12.68 / -15.20
Charge: +4
HOMO level (alpha / beta) (eV): -19.04 / -19.27
Multiplicity: 4

Geometry (Å):
Tc  -0.37  -0.66  -0.41
P  -2.12  0.47  -1.16
P  0.16  0.95  1.11
P  -1.12  -2.08  1.14
H  1.77  -4.64  -1.68
C  0.73  -4.41  -1.38
C  0.14  -3.41  -2.22
H  0.21  -3.77  -3.25
C  -2.05  1.78  -2.43
C  -3.24  1.30  0.02
C  -3.23  -0.75  -1.94
C  1.83  0.81  1.82
C  0.09  2.72  0.66
C  -0.81  1.11  2.69
C  -1.62  -3.73  0.55
C  -2.66  -1.66  2.04
C  0.12  -2.48  2.43
H  0.11  -5.28  -1.15
H  -0.89  -3.04  -2.03
H  -1.36  1.51  -3.24
H  -1.73  2.73  -1.99
H  -3.06  1.90  -2.83
H  -2.84  2.27  0.32
H  -3.43  0.69  0.91
H  -4.19  1.44  -0.51
H  -2.72  -1.21  -2.79
H  -4.11  -0.19  -2.28
H  -3.53  -1.52  -1.22
H  2.17  1.80  2.14
H  2.54  0.40  1.10
H  1.80  0.16  2.70
H  -0.83  3.18  1.03
H  0.14  2.86  -0.43
H  0.93  3.24  1.12
H  -0.41  1.98  3.25
H  -0.70  0.23  3.32
H  -1.87  1.30  2.49
H  -2.03  -4.27  1.40
H  -0.71  -4.21  0.17
H  -2.34  -3.68  -0.28
H  -2.96  -2.55  2.62
H  -3.46  -1.42  1.33
H  -2.51  -0.81  2.71
H  -0.25  -3.31  3.04
H  0.31  -1.61  3.07
H  1.08  -2.77  1.97
C  2.83  -2.52  -1.99
C  3.12  -3.06  -0.72
C  4.47  -3.30  -0.39
C  5.46  -3.09  -1.36
C  5.14  -2.58  -2.61
C  3.82  -2.34  -2.94
S  1.25  -1.95  -2.59
H  1.12  -1.46  -1.14
H  2.32  -3.37  -0.03
H  4.69  -3.72  0.59
H  6.50  -3.36  -1.13
H  5.90  -2.43  -3.37
H  3.52  -2.01  -3.93
C  1.02  3.95  -3.75
N  2.00  3.69  -2.70
C  2.15  2.49  -2.09
Se  1.19  0.94  -2.52
N  3.02  2.67  -1.05
C  3.26  4.05  -0.87
C  3.80  4.75  0.19
C  3.61  6.14  0.20
C  2.88  6.79  -0.82
C  2.36  6.06  -1.90
C  2.59  4.69  -1.90
H  1.01  3.09  -4.43
H  1.32  4.85  -4.30
H  0.02  4.08  -3.30
H  3.28  1.88  -0.45
H  4.41  4.23  0.94
H  4.01  6.75  1.02
H  2.74  7.87  -0.78
H  1.80  6.52  -2.70



# 2
Below is a molecular structure, C25H45NNdOP2 at a distorted geometry, with properties calculated with ωB97M-V with the def2-TZVPD basis set.

Output
E_LUMO (alpha / beta) (eV): -2.86 / -2.74
Charge: +1
HOMO level (alpha / beta) (eV): -10.32 / -10.36
Multiplicity: 4

Geometry (Å):
Nd  -0.41  0.00  -0.01
C  -0.21  -2.18  -1.45
C  0.95  -2.03  -0.61
C  -0.82  -2.68  0.73
C  -1.26  -2.66  -0.62
C  0.58  -2.34  0.74
C  -0.25  -2.11  -2.95
H  0.46  -1.39  -3.38
H  -1.23  -1.89  -3.39
H  0.05  -3.10  -3.31
C  -2.51  -3.26  -1.17
H  -2.73  -3.01  -2.22
H  -3.41  -2.91  -0.76
H  -2.59  -4.32  -0.87
C  -1.55  -3.13  1.96
H  -1.34  -4.19  2.14
H  -2.64  -3.07  1.86
H  -1.34  -2.58  2.90
C  1.47  -2.71  1.89
H  1.72  -3.77  1.73
H  0.97  -2.64  2.87
H  2.42  -2.14  1.96
C  2.29  -2.18  -1.23
H  2.30  -3.22  -1.60
H  3.10  -2.02  -0.50
H  2.46  -1.50  -2.08
C  1.57  2.48  -0.71
C  2.08  1.58  -1.58
C  3.54  1.60  -1.99
C  4.54  1.11  -0.88
C  3.93  0.75  0.47
C  3.47  1.69  1.30
C  3.48  3.17  0.92
C  2.43  3.61  -0.15
H  3.84  2.62  -2.31
H  5.25  1.94  -0.72
H  3.66  0.96  -2.88
H  2.97  4.14  -0.96
H  0.56  2.45  -0.29
H  1.51  0.73  -1.98
H  1.76  4.35  0.31
H  3.34  3.76  1.84
H  3.12  1.46  2.30
H  4.48  3.43  0.52
H  5.12  0.26  -1.27
H  3.95  -0.31  0.73
P  -2.33  0.92  -1.79
C  -3.62  -0.20  -2.39
H  -4.20  0.52  -2.97
H  -4.19  -0.61  -1.55
H  -3.16  -1.00  -2.98
C  -3.16  2.41  -1.12
H  -3.81  2.62  -1.96
H  -2.40  3.19  -0.93
H  -3.69  2.13  -0.20
C  -1.50  1.44  -3.35
H  -0.82  2.27  -3.13
H  -2.40  1.72  -3.91
H  -0.97  0.57  -3.78
P  -0.80  0.84  2.58
C  0.26  -0.08  3.76
H  0.38  0.72  4.49
H  1.20  -0.44  3.32
H  -0.37  -0.90  4.12
C  -0.81  2.68  2.61
H  0.23  3.03  2.61
H  -1.37  2.83  3.54
H  -1.38  3.06  1.74
C  -2.41  0.51  3.43
H  -2.09  0.89  4.41
H  -2.60  -0.58  3.40
H  -3.18  1.11  2.92
O  -4.97  -2.15  0.71
C  -3.94  -1.45  0.63
N  -2.97  -0.77  0.54



# 3
Below is a molecular structure, C25H45O31PS7 at a distorted geometry, with properties calculated with ωB97M-V with the def2-TZVPD basis set.

Output
E_LUMO (eV): -0.90
HOMO level (eV): -8.47

Geometry (Å):
C  -4.69  -1.13  2.87
C  -4.41  -2.64  3.46
C  -2.85  -3.13  3.15
C  -1.91  -2.60  4.36
C  -0.37  -3.15  4.31
C  0.62  -2.28  3.35
C  0.93  -0.82  3.33
P  0.15  0.44  4.59
C  0.55  2.16  3.85
C  1.28  0.21  6.16
C  2.01  -0.46  2.16
O  2.85  0.54  2.03
O  1.80  -1.59  1.22
C  1.61  -2.75  2.11
O  2.15  -3.95  2.03
H  -3.66  -0.62  2.66
H  -5.22  -0.49  3.71
H  -5.28  -1.15  1.86
H  -5.19  -3.39  3.03
H  -4.63  -2.58  4.62
H  -2.90  -4.31  3.21
H  -2.58  -2.72  2.09
H  -2.36  -3.02  5.37
H  -2.00  -1.44  4.40
H  -0.43  -4.25  3.88
H  0.04  -3.20  5.42
H  0.60  2.06  2.69
H  -0.25  2.94  4.15
H  1.58  2.48  4.30
H  0.99  -0.83  6.62
H  2.41  0.10  5.81
H  1.21  1.10  6.90
C  -3.26  2.75  -0.62
C  -2.33  1.99  -1.55
O  -1.72  0.99  -0.74
S  -2.77  0.53  0.41
O  -3.42  -0.68  -0.03
O  -2.13  0.64  1.69
O  -3.82  1.76  0.25
H  -2.71  3.46  0.00
H  -4.05  3.27  -1.16
H  -1.57  2.64  -2.00
H  -2.89  1.48  -2.34
C  -5.15  4.80  -5.89
C  -5.06  6.07  -5.06
O  -4.81  5.63  -3.73
S  -3.94  4.26  -3.78
O  -2.55  4.60  -3.59
O  -4.61  3.25  -3.00
O  -4.16  3.92  -5.36
H  -6.13  4.32  -5.78
H  -4.96  4.99  -6.95
H  -5.97  6.66  -5.11
H  -4.21  6.69  -5.37
C  3.73  -5.10  -1.10
C  3.76  -6.30  -0.16
O  4.33  -7.36  -0.92
S  5.41  -6.73  -1.97
O  6.73  -6.86  -1.39
O  5.09  -7.20  -3.29
O  4.95  -5.17  -1.85
H  2.90  -5.16  -1.81
H  3.68  -4.15  -0.56
H  2.76  -6.57  0.19
H  4.41  -6.11  0.70
C  6.39  -1.32  -4.63
C  7.79  -1.92  -4.47
O  7.59  -3.14  -3.76
S  6.14  -3.76  -4.16
O  6.35  -4.76  -5.18
O  5.40  -4.03  -2.95
O  5.53  -2.43  -4.87
H  6.07  -0.83  -3.70
H  6.34  -0.61  -5.45
H  8.46  -1.26  -3.93
H  8.22  -2.17  -5.45
C  1.30  -6.28  8.21
C  2.04  -5.12  8.87
O  1.27  -3.96  8.56
S  -0.30  -4.38  8.46
O  -0.93  -4.08  9.72
O  -0.81  -3.92  7.19
O  -0.08  -5.99  8.37
H  1.52  -6.32  7.14
H  1.55  -7.24  8.66
H  3.07  -5.02  8.51
H  2.05  -5.24  9.96
C  -9.69  8.88  -6.36
C  -9.68  7.68  -5.41
O  -9.10  6.62  -6.17
S  -8.02  7.24  -7.22
O  -6.70  7.11  -6.63
O  -8.33  6.77  -8.54
O  -8.48  8.80  -7.10
H  -10.53  8.82  -7.06
H  -9.75  9.83  -5.82
H  -10.68  7.41  -5.07
H  -9.03  7.87  -4.55
C  7.43  3.04  -1.07
C  6.07  2.54  -1.54
O  6.06  2.77  -2.95
S  7.57  2.61  -3.52
O  7.71  1.27  -4.05
O  7.90  3.79  -4.27
O  8.35  2.67  -2.09
H  7.44  4.13  -0.98
H  7.72  2.60  -0.11
H  5.24  3.07  -1.06
H  5.96  1.47  -1.37